Record 1
Density functional theory data (the ωB97M-V functional and the def2-TZVPD basis) for a cluster of 7 separate species, C38H43N6O4 in total at a distorted geometry.

XYZ file:
```
91
Properties=species:S:1:pos:R:3:forces:R:3
O 31.40333 -30.33821 12.78466 -2.1 4.5 -1.3
O 40.11419 -24.92212 17.19147 -2.9 -0.4 -3.1
O 35.49679 -26.59622 13.38817 -1.3 0.0 -0.6
O 42.81313 -25.75644 21.87331 1.0 2.1 0.7
N 34.35110 -26.42284 21.30440 1.9 -3.4 2.3
N 36.64165 -24.51463 19.85150 -3.7 1.6 1.5
N 29.79703 -28.35919 18.83982 1.7 -0.4 2.3
N 32.32980 -22.02154 14.96612 -2.0 0.5 2.1
N 35.32854 -23.85794 18.19428 1.4 0.2 -2.1
N 32.13697 -22.19376 23.52964 0.5 1.2 -0.9
C 40.96834 -25.16577 18.19895 -1.2 -2.6 1.7
C 33.73885 -27.01830 23.62990 -2.6 -1.1 2.7
C 30.47415 -27.51483 16.72438 1.3 1.1 1.8
C 35.32511 -27.44354 21.43706 -1.2 2.2 -1.0
C 35.39684 -24.02226 20.47822 -0.1 0.3 -4.7
C 32.15751 -27.96343 18.47013 0.5 -0.8 0.9
C 34.69466 -28.09394 23.73255 -2.6 2.4 -0.1
C 36.56761 -24.37188 18.54217 -0.7 0.8 -1.8
C 35.41961 -28.23826 22.61970 3.9 -0.8 -3.8
C 32.68395 -21.01463 21.40421 0.9 -0.9 -0.2
C 31.79611 -21.00058 23.96036 -0.7 2.8 -2.5
C 32.60720 -22.17362 22.22551 -1.4 3.0 1.0
C 33.56707 -26.27595 22.44672 0.8 2.4 -2.1
C 31.81595 -27.48133 17.21105 -6.0 -2.0 3.3
C 34.32556 -24.83381 16.11464 2.0 2.0 2.1
C 31.70168 -19.76779 23.14998 1.0 -1.6 2.3
C 31.17062 -20.73459 16.74174 1.1 -0.5 0.4
C 30.48798 -23.06790 16.24797 2.6 4.9 -0.2
C 40.74515 -26.37268 18.92201 3.1 1.3 2.1
C 32.19345 -19.74347 21.90574 1.1 0.1 -2.2
C 30.37064 -21.85602 17.00568 -0.8 -0.7 -0.6
C 34.53934 -27.60559 13.33658 -0.5 1.9 0.9
C 34.90022 -23.55639 16.71293 5.6 -2.2 -0.3
C 33.67802 -29.94882 13.43461 0.0 7.9 0.2
C 31.11038 -28.37423 19.31479 -1.8 1.4 -4.6
C 29.48755 -27.94395 17.66099 -2.5 -1.2 -3.6
C 32.38400 -29.50433 13.12386 2.6 3.1 0.6
C 32.18989 -20.86196 15.74548 -2.3 -4.3 -0.2
C 42.61665 -24.39216 19.95596 -4.5 -2.0 -4.0
C 37.78434 -24.88247 20.67142 -0.1 -1.6 -5.7
C 41.83743 -24.21550 18.63063 1.6 -0.7 3.8
C 42.26498 -25.58152 20.66084 1.4 -0.8 -1.4
C 41.52197 -26.68115 20.07592 -0.6 6.9 -3.2
C 31.45222 -23.05712 15.24521 1.1 1.4 0.2
C 34.80044 -28.91031 13.54708 -0.2 -4.4 -0.8
C 34.57288 -23.62227 19.27628 0.2 -0.6 6.0
C 33.22488 -27.13405 13.17824 -0.6 -5.0 -0.1
C 32.19206 -28.07771 13.04029 3.2 -1.1 0.7
H 31.56397 -18.83281 23.69504 -0.6 -0.3 -0.2
H 42.84025 -26.58663 22.30943 -0.4 -1.4 -0.1
H 32.95619 -26.16415 13.07294 -0.3 3.0 -0.3
H 30.39268 -27.02135 15.74193 -0.8 -0.8 0.4
H 33.66717 -30.88947 13.18810 1.8 -5.6 -0.5
H 33.45272 -23.26564 19.42692 2.7 -0.8 -1.1
H 35.19962 -24.06231 21.58686 0.4 0.1 -1.8
H 37.40478 -25.35342 21.43373 -1.7 -1.5 5.1
H 34.06483 -24.66732 15.15853 -0.8 0.5 -3.5
H 30.06137 -23.93408 16.52642 -1.9 -2.7 0.7
H 39.88813 -26.95269 18.81348 -1.1 -1.3 -1.2
H 33.46955 -25.05391 16.65082 -1.7 -0.8 1.2
H 37.40871 -24.46900 17.77468 -1.3 0.0 1.5
H 31.61427 -23.96572 14.69076 0.1 -0.1 -0.4
H 36.26732 -26.95368 13.77596 1.5 -0.6 0.5
H 41.77000 -23.24627 18.20660 0.5 0.7 -0.6
H 35.90011 -29.25682 13.55573 -2.0 0.4 0.2
H 31.63345 -31.15680 13.02631 1.1 -5.1 1.3
H 29.57699 -21.79584 17.78081 0.8 0.0 -0.4
H 41.52912 -27.61618 20.39575 -0.2 -3.8 2.2
H 38.35902 -24.05528 20.69297 2.3 2.3 1.1
H 36.29268 -28.93154 22.48508 -1.1 0.2 0.8
H 34.21950 -22.86444 16.73292 -4.1 3.9 0.7
H 32.91939 -26.99065 24.58691 2.5 0.6 -3.0
H 34.77229 -28.71648 24.61076 0.1 0.1 0.0
H 28.32084 -28.30033 17.26322 3.3 1.6 1.2
H 43.24004 -23.54574 20.09738 0.6 0.1 1.3
H 31.14295 -28.86057 20.21070 0.8 -0.8 2.4
H 32.98494 -25.23986 22.19712 0.5 -3.0 1.7
H 32.38497 -27.27727 16.47065 4.9 1.6 -4.3
H 38.26754 -25.73432 20.17244 0.4 0.6 -0.3
H 33.30426 -21.16614 20.43978 -1.5 0.7 1.5
H 33.23965 -28.15203 18.71306 -1.3 0.4 0.0
H 35.77724 -22.91854 16.09120 -1.8 -2.4 1.8
H 31.12857 -19.91530 17.51243 0.1 -0.6 -1.4
H 32.98938 -20.25005 15.53976 1.2 2.1 -0.1
H 31.51124 -20.64636 24.90703 -0.3 -1.4 2.0
H 35.05980 -25.56413 16.16964 1.1 -1.8 0.0
H 36.11854 -27.52837 20.50683 -2.3 -0.1 2.6
H 32.26150 -18.70176 21.42127 0.1 -2.1 0.2
H 32.85814 -23.13742 21.92640 0.7 -1.3 -1.0
H 39.52514 -25.68806 16.78451 2.6 1.9 1.8
H 31.31007 -27.69901 12.73380 -3.2 1.0 -0.7
```
Forces are in eV/Å.

## Properties
spin multiplicity: 1
highest occupied orbital energy: -10.31 eV
ΔE to the lowest compared entry with this formula, charge and spin: 27.41 kcal per mole
orbital gap: 7.8204 eV
charge: +1
M: 647.8 g mol⁻¹

***

Record 2
Density functional theory data (the ωB97M-V functional and the def2-TZVPD basis) for a structure of composition C12H19O7PPtS2Sb.

XYZ file:
```
43
Properties=species:S:1:pos:R:3:forces:R:3
Pt 0.36140 0.00884 0.76639 -0.3 0.1 -0.4
Sb -0.56123 -2.76244 -0.48973 0.1 -0.1 0.1
S 0.32950 -0.69751 3.27571 0.0 0.0 -0.2
S 2.72811 -0.30195 0.49005 -0.2 0.1 0.1
P 2.12561 -0.65786 2.37694 0.5 -0.1 0.4
O 3.10796 0.30241 3.23234 0.0 0.0 0.0
O -4.50065 1.04652 -0.60448 -0.2 0.0 0.0
O -0.07430 2.31601 0.21582 0.1 0.2 -0.2
O -1.54032 4.85002 -0.35125 -0.1 0.0 0.0
O 2.78775 -2.11265 2.75522 0.1 -0.1 0.0
O -4.42031 3.96462 -0.80202 0.0 0.1 0.0
O -1.74236 0.05880 0.20969 0.1 0.0 0.3
C -2.05327 3.69907 -0.31262 0.1 -0.1 0.0
C 4.41692 -0.15327 5.18395 0.0 0.0 0.1
C 1.11071 -2.68539 -1.84672 0.0 0.1 0.0
C -3.41894 3.28870 -0.54430 0.0 -0.3 0.0
C 2.18770 -3.27883 2.20519 0.1 0.0 0.0
C 2.90036 -4.48911 2.76658 0.0 -0.1 0.0
C 3.08182 0.33306 4.65796 0.0 0.0 -0.1
C -2.16206 1.25076 -0.05773 -0.2 0.6 -0.2
C -1.97777 -2.70602 -2.10761 0.0 0.0 0.0
C -1.28195 2.43681 -0.02119 -0.2 -0.4 0.1
C -3.49424 1.71438 -0.41826 0.4 -0.1 0.1
C -0.47333 -4.94630 -0.46610 0.0 -0.1 0.0
H -0.27785 -5.33269 -1.47005 0.0 0.0 0.0
H 1.12396 -3.29690 2.45930 0.0 0.0 0.0
H 0.95472 -3.40410 -2.65477 0.0 0.0 0.0
H -1.65662 -3.38516 -2.90067 0.0 0.0 0.0
H 4.41760 -0.16104 6.27817 0.0 0.0 0.0
H 0.32659 -5.26856 0.20510 0.0 0.0 0.0
H 4.60652 -1.16674 4.82752 0.0 0.0 0.0
H -2.02495 -1.68210 -2.47909 0.0 0.0 0.0
H -2.97270 -2.98112 -1.75690 0.0 0.0 0.0
H 5.23094 0.48920 4.84352 0.0 0.0 0.0
H 2.28233 -3.24218 1.11370 0.0 0.0 0.0
H 2.37847 -5.40426 2.47491 0.0 0.0 0.0
H 2.26243 -0.27728 5.03802 0.0 0.0 0.0
H 1.18475 -1.67433 -2.24808 0.0 0.0 0.0
H -1.41762 -5.35319 -0.09746 0.0 0.0 0.0
H 2.88842 1.36634 4.95279 0.0 0.0 0.0
H 2.92180 -4.43783 3.85678 0.0 0.0 0.0
H 2.04103 -2.89705 -1.31951 0.0 0.0 0.0
H 3.92868 -4.54577 2.40421 0.0 0.0 0.0
```
Forces are in eV/Å.

## Properties
spin multiplicity: 4
highest occupied orbital energy (spin up / spin down): 0.36 / -1.75 eV
ΔE to the lowest compared entry with this formula, charge and spin: 22.47 kcal per mole
orbital gap (spin up / spin down): 4.0449 / 6.1426 eV
charge: -2
M: 687.2 g mol⁻¹

***

Record 3
Density functional theory data (the ωB97M-V functional and the def2-TZVPD basis) for a structure of composition C4H7ClN2 at a distorted geometry.

XYZ file:
```
14
Properties=species:S:1:pos:R:3:forces:R:3
Cl -3.53472 -0.01397 0.02487 0.1 0.0 0.3
N -0.99324 1.64170 -0.42542 1.4 0.2 0.1
N -2.02538 -0.81533 0.22799 2.3 1.2 1.5
C 1.93838 0.71465 0.06068 -4.2 2.7 -1.2
C 0.61626 -1.46340 -0.25573 2.0 1.0 1.5
C 0.64226 -0.13290 -0.02241 -1.4 -0.3 -0.3
C -0.69294 0.52290 -0.04660 -1.8 -2.1 -0.1
H -0.16433 -2.16419 -0.34320 -1.4 0.2 -0.3
H 1.53478 -1.99494 -0.08293 0.8 0.0 -0.5
H -1.95718 -1.16488 1.27358 -0.3 1.3 -2.4
H -1.88657 2.05348 -0.56074 -1.1 -0.2 0.2
H 1.94925 1.48038 0.84582 -0.1 -0.7 0.3
H 2.58035 -0.04884 0.15797 3.4 -1.9 0.2
H 1.99308 1.38534 -0.85387 0.3 -1.3 0.7
```
Forces are in eV/Å.

## Properties
spin multiplicity: 1
highest occupied orbital energy: -8.87 eV
ΔE to the lowest compared entry with this formula, charge and spin: 102.86 kcal per mole
orbital gap: 9.3144 eV
charge: 0
M: 118.6 g mol⁻¹